(1)
Here is a molecular structure, C22H25Cl2CoI2N2O4S at a distorted geometry from OMol25. Energies are from wB97M-V/def2-TZVPD.

Each line ends with the natural charge from an NBO analysis.
Atoms and positions in Å:
Co1 1.1504 -0.5303 0.2843  0.83
I1 -0.8009 -2.1822 -1.0969  0.18
C1 0.7723 -3.5588 -1.1858  -0.13
C2 0.6224 -4.6482 -1.9966  -0.27
C3 1.6217 -5.6439 -2.0175  -0.23
C4 2.7081 -5.5299 -1.2025  -0.20
C5 2.8701 -4.4105 -0.3469  -0.07
C6 3.9807 -4.3269 0.5243  -0.25
C7 4.1036 -3.2512 1.3572  -0.22
C8 3.1633 -2.2033 1.3210  -0.24
C9 2.0790 -2.1897 0.4634  -0.23
C10 1.9063 -3.3593 -0.3490  -0.07
H1 -0.2632 -4.7558 -2.6085  0.21
H2 1.5068 -6.5023 -2.6687  0.20
H3 3.4710 -6.3013 -1.1907  0.20
H4 4.7115 -5.1283 0.5233  0.19
H5 4.9436 -3.1911 2.0417  0.19
H6 3.3131 -1.3611 1.9898  0.20
C11 2.0200 -0.2565 -1.4532  -1.04
O1 1.4261 1.7368 0.5119  -0.83
C12 0.5145 3.9514 1.1686  -0.55
C13 0.6348 3.4641 2.5806  -0.10
O2 1.9933 3.1699 2.8690  -0.56
C14 2.1445 2.7108 4.1962  -0.25
H7 1.3685 0.4149 -2.0363  0.16
H8 2.2100 -1.1468 -2.0600  0.18
H9 2.9835 0.2532 -1.3074  0.17
H10 -0.0849 3.1148 -0.7481  0.19
H11 2.5732 3.4385 0.4629  0.03
H12 -0.0025 2.5928 2.7719  0.23
H13 0.3033 4.2944 3.2191  0.18
H14 1.5796 1.7864 4.3515  0.21
H15 1.8138 3.4752 4.9116  0.15
H16 3.2041 2.5115 4.3477  0.19
Cl1 -0.3700 5.3527 0.7311  0.03
C15 1.1781 3.7026 -1.3716  -0.76
Cl2 1.3344 3.1155 0.0524  1.58
C16 4.5617 4.4637 1.2400  1.02
O3 4.0479 5.5029 1.2633  -0.51
O4 5.0957 3.4363 1.2098  -0.51
H17 1.3994 2.9725 -2.1498  0.25
I2 -0.0852 -0.5149 2.6878  -0.77
C17 -6.6272 0.8112 -3.0735  -0.65
C18 -5.5119 0.6510 -2.0928  0.29
C19 -5.5699 -0.0936 -0.9615  -0.36
C20 -4.4084 -0.1419 -0.1395  0.34
N1 -3.3059 0.5044 -0.4379  -0.47
C21 -3.2243 1.2347 -1.5778  0.25
S1 -1.8424 2.0150 -2.0665  -0.20
N2 -4.3573 1.3013 -2.3685  -0.55
C22 -4.3821 -0.9677 1.1020  -0.67
H18 -7.5093 0.2734 -2.7357  0.23
H19 -6.3336 0.4216 -4.0498  0.23
H20 -6.8833 1.8652 -3.1941  0.23
H21 -6.4680 -0.6320 -0.6988  0.22
H22 -4.2572 1.8415 -3.2160  0.43
H23 -5.3807 -1.2714 1.4137  0.20
H24 -3.8670 -0.4244 1.8930  0.27
H25 -3.7751 -1.8567 0.9128  0.26

Computed properties:
**Maximum force**: 4.83 eV Å⁻¹
**Charge**: -1
**E_HOMO (spin up / spin down)**: -3.98 / -4.00 eV
**Frontier orbital gap (spin up / spin down)**: 5.9 / 5.9 eV
**Spin multiplicity**: 2

=====

(2)
Here is 8 unconnected molecules or ions with the total composition H16O8 at a distorted geometry from OMol25. Energies are from wB97M-V/def2-TZVPD.

Each line ends with the natural charge from an NBO analysis.
Atoms and positions in Å:
O1 -0.8999 0.8750 -1.7683  -0.92
H1 -1.3499 0.7354 -0.9274  0.48
H2 -0.2023 0.2099 -1.7742  0.44
O2 -5.8302 -0.7252 -0.0035  -0.93
H3 -6.6238 -1.1463 -0.3528  0.47
H4 -5.1709 -1.4282 -0.0068  0.46
O3 0.7331 2.3692 -1.3727  -0.94
H5 0.6028 2.2008 -2.3127  0.47
H6 1.0157 3.2900 -1.3364  0.46
O4 0.5457 0.3079 -0.1576  -0.92
H7 0.7699 -0.0005 0.7276  0.45
H8 0.9449 -0.3464 -0.7420  0.46
O5 3.4184 -2.0930 -1.5915  -0.92
H9 2.5207 -2.4342 -1.5099  0.46
H10 3.4321 -1.3267 -1.0071  0.47
O6 -1.9176 -1.1060 0.9893  -0.94
H11 -2.5414 -1.7987 1.2345  0.47
H12 -1.8650 -0.5491 1.7742  0.47
O7 3.4476 -1.1150 1.3983  -0.93
H13 2.6706 -0.7107 0.9961  0.45
H14 3.1372 -1.4126 2.2609  0.48
O8 0.8947 2.3801 2.0106  -0.93
H15 0.4542 1.7358 1.4450  0.47
H16 1.8134 2.0890 2.0263  0.47

Computed properties:
**Maximum force**: 3.25 eV Å⁻¹
**Charge**: 0
**E_HOMO**: -9.80 eV
**Frontier orbital gap**: 9.6 eV
**SMILES string**: O.O.O.O.O.O.O.O
**Relative energy (zero: lowest compared OMol25 entry of this formula, charge and spin)**: 453.59 kJ/mol
**Spin multiplicity**: 1

=====

(3)
Here is 2 unconnected molecules or ions with the total composition H4S3 from OMol25. Energies are from wB97M-V/def2-TZVPD.

Each line ends with the natural charge from an NBO analysis.
Atoms and positions in Å:
S1 0.9247 -1.1728 -0.5114  -0.13
S2 1.3158 -2.4191 1.0632  -0.12
H1 0.4604 -2.0690 -1.3894  0.13
H2 0.1554 -2.2879 1.7162  0.12
S3 -1.1504 2.8778 -0.8211  -0.29
H3 -1.7334 2.6884 0.3678  0.14
H4 0.0276 2.3825 -0.4253  0.14

Computed properties:
**Maximum force**: 0.26 eV Å⁻¹
**Charge**: 0
**E_HOMO**: -9.70 eV
**Frontier orbital gap**: 10.1 eV
**SMILES string**: SS.S
**Relative energy (zero: lowest compared OMol25 entry of this formula, charge and spin)**: 3.10 kJ/mol
**Spin multiplicity**: 1

=====

(4)
Here is a molecular structure, C24H43N2OS3SbSiV at a distorted geometry from OMol25. Energies are from wB97M-V/def2-TZVPD.

Each line ends with the Löwdin charge.
Atoms and positions in Å:
V1 -9.9476 12.3024 5.2061  0.11
C1 -5.8476 10.2782 3.2366  -0.06
C2 -6.1824 9.0064 4.0417  -0.38
C3 -6.4346 7.7891 3.1371  -0.08
C4 -7.3067 9.1757 5.0238  -0.18
C5 -8.1168 8.1201 5.4714  -0.02
C6 -9.2301 8.3337 6.2969  -0.06
C7 -9.6516 9.5904 6.6910  -0.26
C8 -10.7352 9.7759 7.7091  -0.06
C9 -8.8269 10.7451 6.2446  -0.23
C10 -7.5944 10.4592 5.5616  -0.02
H1 -4.9503 10.0688 2.6007  0.09
H2 -5.6119 11.1292 3.8984  0.07
H3 -6.6478 10.5830 2.5572  0.08
H4 -5.3166 8.6854 4.6790  0.15
H5 -7.4812 7.6907 2.8241  0.08
H6 -6.1993 6.8825 3.7163  0.08
H7 -5.8089 7.7415 2.2388  0.08
H8 -7.9053 7.1464 5.0791  0.10
H9 -9.7489 7.4744 6.6887  0.11
H10 -11.2237 8.8161 7.9503  0.09
H11 -11.5055 10.4806 7.4386  0.04
H12 -10.3507 10.1401 8.6556  0.08
H13 -8.8208 11.5376 7.0325  0.08
H14 -6.9118 11.2719 5.4403  0.08
S1 -8.5344 17.2758 3.7185  -0.23
Sb1 -9.8602 15.9446 4.9987  0.58
S2 -8.6366 13.6684 3.9975  0.01
S3 -8.1576 14.0756 5.9800  -0.03
C11 -9.9462 11.1122 1.7880  -0.21
Si1 -11.2258 11.6131 3.1820  0.64
C12 -12.1978 13.1588 2.6039  -0.64
C13 -13.3070 12.8256 1.5454  -0.09
C14 -11.3172 14.2719 2.0196  -0.14
C15 -12.8811 13.6681 3.8918  -0.15
C16 -12.3005 9.9584 3.0937  -0.62
C17 -12.8916 9.5025 1.7108  -0.09
C18 -11.3832 8.7919 3.4176  -0.14
C19 -13.4226 10.0993 4.1725  -0.10
H15 -10.4125 11.0047 0.8307  0.01
H16 -9.4385 10.2011 2.1444  0.01
H17 -9.2378 11.9596 1.7272  -0.01
H18 -12.8585 12.4529 0.6221  0.08
H19 -13.8074 13.7801 1.3025  0.08
H20 -14.0352 12.1186 1.9382  0.05
H21 -10.6864 13.9257 1.1580  0.10
H22 -10.5994 14.7025 2.7176  -0.06
H23 -11.9565 15.0246 1.5701  0.08
H24 -13.8673 13.2907 3.9654  0.05
H25 -13.0063 14.7646 3.8877  0.07
H26 -12.3331 13.4240 4.8428  0.01
H27 -12.1708 9.4842 0.8968  0.07
H28 -13.7644 10.1710 1.4104  0.08
H29 -13.2958 8.5157 1.8389  0.06
H30 -10.6765 8.9162 4.2785  0.06
H31 -10.7024 8.5219 2.5913  0.08
H32 -12.0038 7.9506 3.6979  0.08
H33 -14.1014 10.9374 4.1282  0.05
H34 -12.9545 10.2199 5.1540  0.06
H35 -13.9375 9.1302 4.2028  0.08
N1 -11.0825 12.8239 6.7500  0.05
C20 -11.4255 13.3732 7.7562  -0.16
N2 -11.7541 14.4365 8.5186  -0.08
C21 -13.0299 15.1930 8.4008  -0.11
C22 -13.9810 15.0423 9.5964  -0.17
O1 -13.3170 15.2824 10.8684  -0.15
C23 -12.1724 14.3651 11.0735  -0.14
C24 -11.1685 14.4671 9.8984  -0.11
H36 -13.4877 14.9119 7.4533  0.13
H37 -12.7766 16.2787 8.3470  0.14
H38 -14.4631 14.0368 9.5882  0.13
H39 -14.7736 15.8159 9.4755  0.14
H40 -12.5595 13.3429 11.2484  0.12
H41 -11.6868 14.6497 12.0307  0.13
H42 -10.3625 13.7308 9.9285  0.13
H43 -10.7007 15.4999 9.9670  0.15

Computed properties:
**Maximum force**: 4.23 eV Å⁻¹
**Charge**: 0
**E_HOMO (spin up / spin down)**: -6.32 / -7.28 eV
**Frontier orbital gap (spin up / spin down)**: 5.3 / 6.3 eV
**Relative energy (zero: lowest compared OMol25 entry of this formula, charge and spin)**: 90.47 kJ/mol
**Spin multiplicity**: 4

=====

- maximum force of number 3 (H4S3)?
  0.26 eV Å⁻¹

=====

- Number 2 is which compound?
  H16O8

=====

Please write out number 1 again, unchanged.
Here is a molecular structure, C22H25Cl2CoI2N2O4S at a distorted geometry from OMol25. Energies are from wB97M-V/def2-TZVPD.

Each line ends with the natural charge from an NBO analysis.
Atoms and positions in Å:
Co1 1.1504 -0.5303 0.2843  0.83
I1 -0.8009 -2.1822 -1.0969  0.18
C1 0.7723 -3.5588 -1.1858  -0.13
C2 0.6224 -4.6482 -1.9966  -0.27
C3 1.6217 -5.6439 -2.0175  -0.23
C4 2.7081 -5.5299 -1.2025  -0.20
C5 2.8701 -4.4105 -0.3469  -0.07
C6 3.9807 -4.3269 0.5243  -0.25
C7 4.1036 -3.2512 1.3572  -0.22
C8 3.1633 -2.2033 1.3210  -0.24
C9 2.0790 -2.1897 0.4634  -0.23
C10 1.9063 -3.3593 -0.3490  -0.07
H1 -0.2632 -4.7558 -2.6085  0.21
H2 1.5068 -6.5023 -2.6687  0.20
H3 3.4710 -6.3013 -1.1907  0.20
H4 4.7115 -5.1283 0.5233  0.19
H5 4.9436 -3.1911 2.0417  0.19
H6 3.3131 -1.3611 1.9898  0.20
C11 2.0200 -0.2565 -1.4532  -1.04
O1 1.4261 1.7368 0.5119  -0.83
C12 0.5145 3.9514 1.1686  -0.55
C13 0.6348 3.4641 2.5806  -0.10
O2 1.9933 3.1699 2.8690  -0.56
C14 2.1445 2.7108 4.1962  -0.25
H7 1.3685 0.4149 -2.0363  0.16
H8 2.2100 -1.1468 -2.0600  0.18
H9 2.9835 0.2532 -1.3074  0.17
H10 -0.0849 3.1148 -0.7481  0.19
H11 2.5732 3.4385 0.4629  0.03
H12 -0.0025 2.5928 2.7719  0.23
H13 0.3033 4.2944 3.2191  0.18
H14 1.5796 1.7864 4.3515  0.21
H15 1.8138 3.4752 4.9116  0.15
H16 3.2041 2.5115 4.3477  0.19
Cl1 -0.3700 5.3527 0.7311  0.03
C15 1.1781 3.7026 -1.3716  -0.76
Cl2 1.3344 3.1155 0.0524  1.58
C16 4.5617 4.4637 1.2400  1.02
O3 4.0479 5.5029 1.2633  -0.51
O4 5.0957 3.4363 1.2098  -0.51
H17 1.3994 2.9725 -2.1498  0.25
I2 -0.0852 -0.5149 2.6878  -0.77
C17 -6.6272 0.8112 -3.0735  -0.65
C18 -5.5119 0.6510 -2.0928  0.29
C19 -5.5699 -0.0936 -0.9615  -0.36
C20 -4.4084 -0.1419 -0.1395  0.34
N1 -3.3059 0.5044 -0.4379  -0.47
C21 -3.2243 1.2347 -1.5778  0.25
S1 -1.8424 2.0150 -2.0665  -0.20
N2 -4.3573 1.3013 -2.3685  -0.55
C22 -4.3821 -0.9677 1.1020  -0.67
H18 -7.5093 0.2734 -2.7357  0.23
H19 -6.3336 0.4216 -4.0498  0.23
H20 -6.8833 1.8652 -3.1941  0.23
H21 -6.4680 -0.6320 -0.6988  0.22
H22 -4.2572 1.8415 -3.2160  0.43
H23 -5.3807 -1.2714 1.4137  0.20
H24 -3.8670 -0.4244 1.8930  0.27
H25 -3.7751 -1.8567 0.9128  0.26

Computed properties:
**Maximum force**: 4.83 eV Å⁻¹
**Charge**: -1
**E_HOMO (spin up / spin down)**: -3.98 / -4.00 eV
**Frontier orbital gap (spin up / spin down)**: 5.9 / 5.9 eV
**Spin multiplicity**: 2